a.
Below is the ion C3H4NO with charge +1, with properties calculated with wB97M-V/def2-TZVPD.

Last column: Löwdin charge in e.
CARTESIAN COORDINATES (ANGSTROEM)
C  -1.263  -0.224  -0.472  0.06
C  -0.055  -0.789  -0.386  0.00
N  1.073  -0.822  -0.095  0.25
C  1.564  0.481  0.442  -0.14
O  0.807  1.121  1.074  0.19
H  -1.804  -0.907  0.211  0.17
H  -1.813  0.212  -1.302  0.15
H  -1.169  0.541  0.293  0.14
H  2.658  0.386  0.236  0.18

Properties
* charge: +1
* LUMO energy: -0.2334 hartree
* orbital gap: 0.4122 Ha
* highest occupied orbital energy: -17.57 eV
* SMILES: CC#[N+]C=O



b.
Below is the ion C3H4NO with charge +1, with properties calculated with wB97M-V/def2-TZVPD.

Last column: Löwdin charge in e.
CARTESIAN COORDINATES (ANGSTROEM)
C  0.986  0.749  -0.003  -0.12
C  -1.164  0.380  -0.006  -0.11
C  -0.955  -0.900  0.100  0.32
N  1.102  -0.553  0.060  0.25
O  -0.196  1.334  0.047  0.11
H  1.687  1.540  -0.102  0.17
H  -2.129  0.754  0.086  0.14
H  -1.018  -1.948  -0.127  0.11
H  1.687  -1.356  -0.054  0.14

Properties
* charge: +1
* LUMO energy: -0.2073 hartree
* orbital gap: 0.4036 Ha
* highest occupied orbital energy: -16.62 eV



Which structure wins on stability? a wins.



a.
Below is a cluster of 2 separate species, CH6N2S in total, with properties calculated with wB97M-V/def2-TZVPD.

Last column: Löwdin charge in e.
CARTESIAN COORDINATES (ANGSTROEM)
S  -1.695  -0.255  0.339  -0.03
H  -1.812  0.847  1.101  -0.39
N  0.882  0.150  -1.403  0.09
C  1.155  -0.297  -0.183  -0.33
N  1.389  0.563  0.778  0.13
H  0.029  0.709  -1.348  0.05
H  0.849  -0.552  -2.128  0.11
H  1.148  -1.344  0.099  0.13
H  1.061  0.363  1.711  0.12
H  1.503  1.550  0.600  0.13

Properties
* charge: 0
* LUMO energy: -0.0052 hartree
* orbital gap: 0.2523 Ha
* highest occupied orbital energy: -7.01 eV



b.
Below is a structure of composition CH6N2S, with properties calculated with wB97M-V/def2-TZVPD.

Last column: Löwdin charge in e.
CARTESIAN COORDINATES (ANGSTROEM)
S  -0.115  -2.857  -0.717  0.14
H  -1.006  -3.035  0.261  -0.33
N  -0.402  0.022  -0.701  0.05
C  0.418  0.491  0.154  -0.28
N  0.479  1.740  0.636  0.13
H  -1.171  0.595  -1.013  0.11
H  -0.388  -1.199  -0.816  -0.17
H  1.155  -0.206  0.540  0.13
H  1.192  1.987  1.296  0.10
H  -0.163  2.462  0.359  0.11

Properties
* charge: 0
* LUMO energy: 0.0095 hartree
* orbital gap: 0.2805 Ha
* highest occupied orbital energy: -7.37 eV



c.
Below is a structure of composition CH6N2S, with properties calculated with wB97M-V/def2-TZVPD.

Last column: Löwdin charge in e.
CARTESIAN COORDINATES (ANGSTROEM)
S  0.601  2.864  -0.411  0.23
H  1.934  2.742  -0.543  -0.30
N  -0.408  -1.805  0.773  0.05
C  -0.626  -0.473  0.417  -0.25
N  -0.226  0.086  -0.657  0.04
H  -0.504  -2.519  0.067  0.08
H  0.402  -1.922  1.366  0.10
H  -1.076  0.106  1.222  0.13
H  0.175  1.361  -0.711  -0.19
H  -0.272  -0.441  -1.523  0.11

Properties
* charge: 0
* LUMO energy: 0.0011 hartree
* orbital gap: 0.2923 Ha
* highest occupied orbital energy: -7.92 eV



d.
Below is a cluster of 2 separate species, CH6N2S in total, with properties calculated with wB97M-V/def2-TZVPD.

Last column: Löwdin charge in e.
CARTESIAN COORDINATES (ANGSTROEM)
C  0.418  0.148  -0.660  -0.05
N  2.067  -0.501  0.955  0.02
N  1.181  -0.696  0.062  -0.23
S  -2.928  0.488  -0.067  0.50
H  0.748  1.073  -0.845  0.02
H  -0.158  -0.365  -1.432  0.06
H  -2.736  1.371  0.884  -0.23
H  2.253  0.468  1.010  0.02
H  1.041  -1.705  -0.100  0.16
H  -1.885  -0.281  0.192  -0.26

Properties
* charge: 0
* LUMO energy: 0.0299 hartree
* orbital gap: 0.3270 Ha
* highest occupied orbital energy: -8.08 eV



Which structure wins on stability? b wins.



a.
Below is a cluster of 2 separate species, C2H7S2 in total, with properties calculated with wB97M-V/def2-TZVPD.

Last column: Löwdin charge in e.
CARTESIAN COORDINATES (ANGSTROEM)
S  -0.029  0.930  -2.025  -0.12
H  0.092  1.702  -3.125  -0.46
C  -0.874  0.786  0.959  -0.51
S  -0.103  -0.764  1.570  0.64
C  0.840  -1.390  0.153  -0.50
H  -1.598  0.565  0.178  -0.02
H  -0.130  1.496  0.622  -0.03
H  -1.376  1.121  1.879  0.01
H  1.354  -2.278  0.544  0.01
H  0.249  -1.571  -0.736  -0.02
H  1.574  -0.595  -0.018  0.00

Properties
* charge: -1
* LUMO energy: 0.1273 hartree
* orbital gap: 0.2273 Ha
* highest occupied orbital energy: -2.72 eV



b.
Below is a cluster of 2 separate species, C2H7S2 in total, with properties calculated with wB97M-V/def2-TZVPD.

Last column: Löwdin charge in e.
CARTESIAN COORDINATES (ANGSTROEM)
S  2.453  -0.928  -0.994  -0.24
H  3.123  -1.540  0.060  -0.43
C  -0.678  0.288  1.455  -0.43
S  -1.857  0.473  0.042  0.64
C  -0.639  0.280  -1.284  -0.51
H  -1.333  0.018  2.389  0.05
H  -0.112  1.193  1.748  0.03
H  -0.027  -0.519  1.180  -0.01
H  -1.028  -0.099  -2.239  0.03
H  -0.084  1.200  -1.358  0.01
H  0.183  -0.366  -0.999  -0.14

Properties
* charge: -1
* LUMO energy: 0.1222 hartree
* orbital gap: 0.2242 Ha
* highest occupied orbital energy: -2.78 eV



Which structure wins on stability? a wins.



a.
Below is an isolated molecule of C3H3NO3, with properties calculated with wB97M-V/def2-TZVPD.

Last column: Löwdin charge in e.
CARTESIAN COORDINATES (ANGSTROEM)
H  -0.092  1.828  -1.244  0.09
N  -0.845  1.400  -0.704  0.23
C  -0.571  0.224  -0.356  -0.38
C  -1.584  -0.554  0.444  -0.17
O  -1.400  -1.675  0.835  0.10
O  0.570  -0.479  -0.717  0.05
C  1.660  -0.352  0.083  -0.30
O  1.720  0.340  1.056  0.11
H  -2.510  0.022  0.619  0.13
H  2.472  -0.964  -0.330  0.15

Properties
* charge: 0
* LUMO energy: -0.0157 hartree
* orbital gap: 0.3799 Ha
* highest occupied orbital energy: -10.77 eV
* SMILES: [H]/N=C(/C=O)OC=O



b.
Below is an isolated molecule of C3H3NO3, with properties calculated with wB97M-V/def2-TZVPD.

Last column: Löwdin charge in e.
CARTESIAN COORDINATES (ANGSTROEM)
N  -1.150  -0.405  -1.508  0.22
C  -0.191  -0.243  -0.713  -0.39
O  0.418  0.975  -0.493  0.02
C  0.481  1.551  0.685  -0.18
O  -0.254  1.008  1.638  0.07
C  0.484  -1.431  -0.083  -0.17
O  1.458  -1.338  0.617  0.10
H  -1.470  0.491  -1.882  0.09
H  0.222  1.778  2.096  0.11
H  0.002  -2.385  -0.357  0.13

Properties
* charge: 0
* LUMO energy: -0.0201 hartree
* orbital gap: 0.3366 Ha
* highest occupied orbital energy: -9.71 eV



Which structure wins on stability? a wins.